22
Properties=species:S:1:pos:R:3:forces:R:3:mulliken_charge:R:1 method="wB97M-V/def2-TZVPD" total_energy_ha=-3791.28226 charge=-1 orbital_gap_ev=8.92 homo_ev=-6.4
C -3.481986 1.611913 0.422152 -0.141 0.574 -0.042 -1.0212
C -2.676003 2.269077 1.574205 0.863 -0.830 -0.548 -0.4615
C -1.550132 1.337782 2.145603 -1.962 0.170 -0.061 -0.4671
O -0.906330 0.613072 1.115636 0.694 0.899 0.426 -0.2114
C 0.500010 0.750601 1.118378 1.259 -1.073 -0.721 -0.6405
P 1.195261 -1.021903 1.065603 -1.150 -0.576 0.206 -0.0144
Br 1.626858 -1.400362 -1.111421 0.363 0.381 0.743 -0.0089
H -3.885937 2.434504 -0.197299 -0.126 -0.464 0.266 0.3122
H -4.319899 0.993204 0.781577 0.340 0.180 -0.106 0.2712
H -2.857400 1.013481 -0.257397 -0.070 0.156 0.470 0.2731
H -2.178550 3.161139 1.155872 -0.300 -0.136 0.346 0.2933
H -3.326653 2.534055 2.422041 0.191 0.188 -0.363 0.3320
H -2.070787 0.596590 2.783512 0.467 0.270 0.056 0.2765
H -0.886379 1.979856 2.743898 0.098 -0.498 -0.148 0.3559
H 0.871873 1.242738 0.200887 -0.328 0.168 0.485 0.3417
H 0.916581 1.222645 2.022532 -0.325 0.032 -0.271 0.3354
H 2.431980 -0.933904 1.773318 0.170 0.541 -0.768 0.0400
F 3.225721 -2.192168 -3.754849 0.550 -0.986 -0.100 -0.4292
Al 4.120051 -3.682159 -3.952020 0.047 -0.089 -0.012 0.7710
F 4.796708 -3.744837 -5.561271 -0.479 0.060 1.129 -0.4430
F 3.046343 -5.039442 -3.716717 0.748 0.972 -0.164 -0.4517
F 5.408670 -3.745883 -2.774241 -0.909 0.062 -0.823 -0.4533

26
Properties=species:S:1:pos:R:3:forces:R:3:mulliken_charge:R:1 method="wB97M-V/def2-TZVPD" total_energy_ha=-908.11651 charge=0 orbital_gap_ev=7.66 homo_ev=-8.1 e_above_lowest_kj_mol=31.8
C -0.792236 -2.563320 -2.750556 -2.396 -2.077 3.311 -1.6400
C -0.812515 -2.155884 -1.280912 1.103 2.662 -0.590 0.4450
C -0.236379 -0.976658 -0.776533 -0.423 -1.472 -0.614 0.5166
C 0.605009 -0.011415 -1.552439 -2.095 -1.726 -2.293 -1.4914
N -0.330840 -0.923448 0.577067 -1.326 -1.468 1.961 0.4831
C -0.298586 0.245448 1.469876 -0.694 -0.437 -1.265 -0.4215
C -1.427319 1.060014 1.579971 0.538 -0.859 0.619 0.0811
C -1.444921 2.174197 2.371627 2.996 -0.836 0.917 -0.6893
C -0.301491 2.558156 3.110666 -0.193 -0.432 -1.410 -0.3454
C 0.832136 1.803756 2.901755 1.694 1.221 -0.389 -0.3894
C 0.844864 0.655188 2.087202 0.960 -0.044 1.094 -0.2583
N -1.263282 -2.086290 0.905740 1.689 2.951 1.522 -0.5565
I -1.573184 -2.570202 2.875531 0.210 0.023 -0.990 0.1998
C -1.398998 -2.890833 -0.193339 -1.031 -0.159 -0.545 0.4822
O -2.046478 -3.925319 -0.179953 0.277 -0.367 -0.018 -0.7039
H 0.154247 -2.450930 -3.106663 2.715 -0.382 -1.210 0.4637
H -1.441534 -2.055677 -3.391393 -1.234 1.284 -0.726 0.3678
H -1.222242 -3.598722 -2.706181 0.990 0.531 -0.510 0.3360
H 0.219330 -0.099144 -2.635793 1.221 -0.092 1.460 0.3572
H 1.615543 -0.264769 -1.398383 1.385 -0.574 -0.388 0.3161
H 0.554875 1.005161 -1.371969 -0.654 2.068 1.075 0.4543
H -2.307007 0.653631 1.183090 -1.298 -0.040 -0.968 0.4674
H -2.230302 2.801028 2.370108 -2.976 1.782 0.158 0.4926
H -0.215804 3.493986 3.658513 -0.337 -0.242 -0.057 0.3639
H 1.808805 2.332971 3.138982 -1.108 -1.357 0.293 0.2581
H 1.753834 0.065284 2.074512 -0.013 0.041 -0.440 0.4108